Computed, not measured: 4 unconnected molecules or ions with the total composition C3H15NO3, with ωB97M-V/def2-TZVPD.

```
22
Properties=species:S:1:pos:R:3:forces:R:3
C 1.7881 -0.1469 1.0048 2.7409 -0.1504 -0.2942
C 2.6422 -0.2974 -0.2834 -2.0037 1.0079 -1.9009
C 1.8393 0.3416 -1.4490 0.7678 -1.7574 -0.9882
N 0.5205 -0.2664 -1.6605 -1.1490 0.4246 -0.0692
H 1.5320 0.9063 1.1208 -0.2644 -0.1914 0.1867
H 2.5286 -0.4392 1.7529 -0.5694 0.1768 0.7203
H 0.9499 -0.8217 1.0668 -0.3243 -0.0171 -0.1653
H 3.5733 0.2615 -0.4010 0.1862 -0.1124 1.1304
H 2.8447 -1.3196 -0.6056 -0.0119 -0.1848 0.4774
H 2.3598 0.1158 -2.3938 0.4704 0.4952 0.3158
H 1.7929 1.4219 -1.3534 -0.3296 0.1525 0.2313
H 0.3744 -1.2007 -1.3059 0.5415 -0.1063 0.5656
H 0.3592 -0.3934 -2.6468 -0.1066 0.2713 -0.2640
O -2.9902 0.4663 1.9117 -0.3520 0.2858 -0.6864
H -3.8094 0.6683 1.4323 -0.0245 -0.2737 0.4639
H -2.3574 0.8491 1.2803 0.4119 -0.0366 0.1657
O -1.2756 1.3960 -0.2164 -0.2331 0.0884 0.2396
H -1.4386 2.3254 -0.3972 0.1608 -0.0859 -0.2331
H -0.7565 0.9822 -0.9396 0.1288 0.0243 0.0727
O -1.5289 -1.7065 0.5078 -0.2129 0.5440 0.1737
H -2.1512 -1.2460 1.1061 0.1568 -0.4092 -0.0651
H -1.1656 -0.9448 0.0374 0.0163 -0.1454 -0.0767
```
Positions in Å, forces in eV/Å.

Calculated values
Gap between HOMO and LUMO = 10.6 eV
LUMO level = 0.59 eV
Relative energy (zero: lowest compared OMol25 entry of this formula, charge and spin) = 68.6 kJ/mol